# 1
116
Properties=species:S:1:pos:R:3:forces:R:3 method="wB97M-V/def2-TZVPD" e_lumo_ev="-2.3 / -2.3" e_above_lowest_ev=3.167 multiplicity=5 e_homo_ev="-10.37 / -10.36" homo_lumo_gap_ev="8.10 / 8.08" charge=+1
Co 0.43218 -19.83172 -5.37942 -0.03 -0.01 0.29
C 6.99852 -20.39699 -10.07080 0.70 1.17 -0.45
C 5.99384 -20.78395 -9.09023 -1.58 0.64 0.51
C 5.98707 -22.02914 -8.49950 -0.47 -0.65 -0.98
C 4.87917 -22.47465 -7.82040 -1.40 0.56 1.16
C 3.81734 -21.57082 -7.49959 2.16 -1.13 -1.35
C 3.91230 -20.26698 -7.95991 -1.47 -0.71 1.60
C 4.96871 -19.91328 -8.73667 0.28 0.48 -0.35
S 2.49256 -22.16572 -6.54949 -1.45 0.56 0.27
O 1.42206 -21.06374 -6.64648 0.28 0.75 0.78
C 1.67610 -23.30973 -7.59837 0.80 -0.27 -0.69
C 1.46731 -23.00911 -8.95881 0.16 1.40 -0.45
C 1.03793 -23.98304 -9.80030 0.29 -1.24 1.03
C 0.79222 -25.30396 -9.33452 -0.38 -1.10 -0.15
C 0.43429 -26.45296 -10.18248 -0.94 1.46 -0.20
C 0.06796 -27.63722 -9.60071 0.42 0.69 -0.55
C 0.19047 -27.80746 -8.20444 0.11 -2.78 -0.46
C 0.64155 -26.83796 -7.40480 -0.36 0.85 0.29
C 0.87224 -25.52553 -7.94843 0.29 -1.08 1.13
C 1.34350 -24.51291 -7.07303 0.34 -0.29 1.18
C 1.49244 -24.72270 -5.55933 -1.49 0.26 -1.17
C 2.50339 -25.53373 -5.03768 -0.18 -0.14 0.82
C 3.45141 -26.23578 -5.82437 0.04 0.09 0.48
C 4.40447 -27.02126 -5.26906 -1.36 1.11 0.38
C 4.47028 -27.12880 -3.86727 -0.47 -0.67 0.14
C 3.51462 -26.63549 -3.05133 -1.21 0.97 -0.27
C 2.47966 -25.76640 -3.64029 1.64 -1.74 1.32
C 1.50133 -25.23419 -2.80952 -0.92 1.98 -1.22
C 0.57886 -24.33790 -3.35482 0.30 -0.73 2.68
C 0.53046 -24.15002 -4.71030 0.35 -0.22 -1.73
S -0.67658 -23.00350 -5.39401 -0.38 -1.01 0.18
O -0.58952 -21.89717 -4.39610 0.40 1.46 0.50
C -2.31872 -23.72051 -5.11934 0.16 0.02 0.45
C -3.09687 -23.56326 -6.25448 -0.48 -0.69 -0.11
C -4.47680 -23.87070 -6.15509 -0.33 0.19 -1.36
C -5.05584 -24.23000 -4.94794 -0.06 0.53 -0.10
C -6.54912 -24.40086 -4.72723 0.40 0.14 -1.57
C -4.24795 -24.23495 -3.80369 -1.19 -0.71 0.92
C -2.89338 -24.08714 -3.86297 1.83 0.46 -0.12
H 7.67411 -21.19333 -10.16747 1.23 -1.04 -0.26
H 7.54530 -19.54399 -9.67348 0.19 0.19 -0.21
H 6.67662 -20.14848 -11.09370 -0.42 -0.01 0.54
H 6.74113 -22.72058 -8.82474 0.31 -0.37 0.25
H 4.78186 -23.51391 -7.53140 0.18 -0.06 0.13
H 3.12210 -19.59726 -7.61672 0.29 0.18 -0.49
H 4.93904 -18.90453 -9.06939 0.37 0.71 -0.54
H 1.64632 -21.96243 -9.31019 0.02 -1.12 0.24
H 1.01240 -23.90730 -10.83554 -0.26 0.85 -1.76
H 0.22679 -26.29946 -11.27900 0.61 -0.09 1.25
H -0.26622 -28.44818 -10.23511 -0.02 -0.04 0.12
H 0.07866 -28.85721 -7.81489 -0.17 1.29 -0.26
H 0.76562 -27.09998 -6.35845 0.11 0.54 -0.06
H 3.34698 -26.24267 -6.87267 -0.11 0.22 -1.15
H 4.92037 -27.64101 -5.93359 1.32 -0.76 -0.54
H 5.14636 -27.81022 -3.44721 1.14 -0.75 0.49
H 3.46245 -26.94367 -1.98263 0.08 0.59 -0.93
H 1.49551 -25.30408 -1.74405 0.29 -0.51 0.48
H -0.02085 -23.81212 -2.58335 -0.02 -0.22 -1.10
H -2.58360 -23.28588 -7.20258 -0.77 -0.07 0.73
H -5.14548 -23.77586 -7.05352 0.86 -0.14 0.89
H -7.09709 -23.67341 -5.33372 -0.01 -0.18 0.00
H -6.70334 -24.15528 -3.72137 -0.60 0.29 1.52
H -6.98958 -25.38940 -4.90220 0.47 0.08 -0.14
H -4.81958 -24.37780 -2.85183 1.08 -0.08 -0.68
H -2.24299 -24.22021 -2.96120 -0.73 0.35 -0.88
C -3.66670 -20.34705 -11.43709 0.74 -0.86 3.03
H -4.44996 -19.71434 -11.59734 -2.03 1.44 -0.84
H -2.90133 -20.46166 -12.12002 1.29 -0.33 -1.34
H -3.44990 -20.48849 -10.36115 0.02 -0.23 -0.81
C -4.71837 -18.56284 -7.29393 2.39 -0.10 1.11
N -3.36371 -18.26292 -7.84012 0.84 0.43 -0.10
C -2.17478 -18.59192 -7.21977 -1.63 0.74 -1.02
Se -2.03522 -19.59393 -5.67874 0.12 -0.33 0.23
N -1.18570 -18.04466 -7.93674 0.97 0.07 1.12
C -1.69172 -17.27115 -8.97859 2.13 0.06 0.09
C -1.04928 -16.41757 -9.87510 -2.81 -0.61 0.43
C -1.89829 -15.76965 -10.74908 1.60 -0.11 -0.80
C -3.24883 -16.00724 -10.80090 -1.37 1.26 -0.95
C -3.86482 -16.82641 -9.86135 -1.44 0.22 -1.58
C -3.03264 -17.46250 -8.98039 -2.08 -0.64 1.66
H -5.04657 -19.42643 -7.79269 -0.81 -1.18 -0.56
H -5.43038 -17.76409 -7.39478 0.09 0.54 -0.08
H -4.49827 -18.82100 -6.22585 -0.69 0.33 -0.86
H -0.26454 -17.96571 -7.45737 -0.39 -0.04 -0.79
H -0.04143 -16.23874 -9.89690 2.35 0.23 0.13
H -1.42322 -15.16640 -11.51966 -0.27 0.17 0.20
H -3.77760 -15.40683 -11.61211 0.23 -1.24 1.37
H -4.95516 -17.01539 -9.94487 0.88 0.15 0.39
C 3.35454 -19.62704 -2.18197 -0.36 0.89 -0.75
C 2.61495 -19.89831 -3.34330 1.76 0.18 1.15
N 1.36544 -19.51413 -3.44954 -0.94 -0.63 -1.58
C 0.81664 -18.93025 -2.41829 -0.98 1.41 1.80
C 1.49082 -18.65935 -1.21095 -1.15 0.37 0.28
C 2.84700 -18.92301 -1.10031 -1.72 -1.39 -0.88
C 0.71542 -18.10769 -0.03864 1.37 0.08 -0.89
C -0.12598 -18.82402 0.67237 -0.84 -0.25 0.41
C -0.47260 -20.20991 0.30334 0.17 -1.45 -0.50
C 0.05476 -21.34113 0.99167 -0.83 0.67 0.55
C -0.20312 -22.57125 0.40279 -0.17 0.99 -0.08
N -0.84741 -22.69634 -0.77007 0.67 -1.05 0.64
C -1.32205 -21.61289 -1.31750 0.35 1.11 1.65
N -1.21280 -20.37375 -0.80015 0.37 -0.08 -0.36
H 4.38526 -19.73158 -2.21350 1.82 -0.88 -0.17
H 3.09746 -20.35193 -4.20343 -0.04 -0.03 0.13
H -0.21816 -18.57017 -2.47947 0.39 -0.46 -0.21
H 3.33394 -18.80970 -0.15185 0.57 0.36 0.03
H 1.03273 -17.12139 0.26500 -0.26 0.23 0.20
H -0.62901 -18.42180 1.53773 0.10 0.21 0.24
H 0.46917 -21.23078 2.02887 -0.08 -0.21 -1.37
H 0.10648 -23.47472 0.87624 0.23 -0.57 0.24
H -1.83321 -21.76111 -2.22366 -0.70 0.29 -1.11
N 5.08631 -18.12146 -4.92296 -0.01 -0.29 0.39
C 4.16051 -17.51964 -5.25789 -0.11 1.32 -1.00
N 3.17606 -16.72342 -5.78938 0.35 -1.76 0.95
C 2.16425 -17.49554 -5.98513 0.28 1.18 -0.35
N 1.20698 -18.11443 -6.25360 -0.58 -0.66 0.07



# 2
26
Properties=species:S:1:pos:R:3:forces:R:3 method="wB97M-V/def2-TZVPD" e_lumo_ev=2.8 e_homo_ev=-4.92 homo_lumo_gap_ev=7.73 charge=-1
Li -0.07682 0.45513 0.60952 0.04 0.01 -0.05
Cl 2.57287 -5.79618 -1.75195 -0.01 0.01 0.01
C 1.70531 -4.45389 -1.03094 0.00 -0.03 0.00
C 0.45277 -4.68563 -0.43040 0.01 0.01 -0.01
C -0.24277 -3.65969 0.13828 -0.01 0.00 0.00
C 0.25165 -2.30690 0.15275 0.01 0.01 0.04
O -0.41526 -1.38138 0.69028 -0.02 0.05 -0.01
C 1.53368 -2.11457 -0.47241 -0.02 -0.01 -0.01
C 2.16581 -0.82465 -0.53537 0.03 0.00 0.02
O 1.73455 0.24503 -0.12026 -0.06 0.01 -0.03
C 2.22919 -3.19642 -1.04717 0.01 0.02 0.00
H 0.04892 -5.69072 -0.42756 0.00 0.00 0.00
H -1.20720 -3.83065 0.59940 0.00 0.00 0.00
H 3.16315 -0.83191 -1.01986 0.00 0.00 0.00
H 3.19415 -3.01410 -1.50789 0.00 0.00 0.00
O -2.46749 1.95780 -1.08804 0.00 0.00 0.00
C -1.92652 2.64518 -0.23556 0.03 0.03 0.00
C -2.27699 4.12350 -0.01585 0.01 0.00 0.01
C -1.31515 4.55780 1.07768 -0.01 -0.01 -0.01
C -0.56601 3.26565 1.42805 -0.03 -0.02 0.01
O 0.27095 3.20548 2.31734 0.00 0.00 0.00
N -0.95850 2.23516 0.63065 0.02 -0.07 0.01
H -3.32753 4.19108 0.27008 0.00 0.00 0.00
H -2.15988 4.65906 -0.95804 0.00 0.00 0.00
H -1.79603 4.94452 1.97636 0.00 0.00 0.00
H -0.58689 5.30128 0.75089 0.00 0.00 0.01



# 3
139
Properties=species:S:1:pos:R:3:forces:R:3 method="wB97M-V/def2-TZVPD" e_lumo_ev="-0.2 / -0.2" e_above_lowest_ev=0.000 multiplicity=2 e_homo_ev="-8.31 / -9.06" homo_lumo_gap_ev="8.13 / 8.87" charge=0
C 3.66519 -3.27015 0.96480 -0.16 0.14 0.15
C 5.02881 -3.07012 0.31312 0.06 -0.03 -0.23
C 5.60446 -1.66616 0.53627 0.02 -0.23 0.22
C 5.04813 -0.64716 -0.44764 0.27 0.02 -0.01
C 5.27330 0.81130 -0.02167 -0.20 -0.30 0.06
C 4.14707 1.73604 -0.45946 0.00 0.58 0.20
C 3.87211 1.79979 -1.96941 0.09 -0.19 -0.04
C 2.72325 0.87184 -2.39708 -0.04 -0.18 0.25
C 1.35033 1.55843 -2.52332 0.32 -0.26 0.33
C 0.29288 0.72939 -1.80718 -0.06 -0.38 -0.10
C -1.10182 1.34046 -1.76725 0.04 0.47 -0.02
C -2.26276 0.34885 -1.66971 -0.24 0.11 0.08
C -2.66283 -0.19839 -0.27585 0.13 -0.19 -0.15
C -3.60342 -1.42924 -0.44194 0.23 -0.02 0.24
I -5.46453 -0.92153 -1.43407 0.16 0.08 -0.02
C -2.95896 -2.65856 -1.07126 0.25 -0.07 -0.17
C -3.88889 -3.78822 -1.48393 -0.12 -0.35 0.11
C -1.44671 -0.69528 0.56361 -0.03 -0.21 -0.09
C -1.01131 0.12589 1.78681 0.34 0.36 0.14
C 0.02661 -0.70582 2.54577 -0.51 0.44 -0.61
C -0.34262 1.48066 1.50847 -0.09 0.27 0.22
N -2.20064 0.36357 2.66847 -0.30 -1.00 -0.74
O -2.31379 -0.40572 3.68606 0.11 0.55 -0.44
C -3.50681 0.76058 2.02243 -0.11 0.45 -0.07
C -3.90519 2.12465 2.59663 -0.14 0.05 0.09
C -4.61475 -0.22911 2.42081 0.41 -0.37 -0.33
C -3.36017 0.92296 0.49109 0.09 0.25 0.40
H 2.91597 -2.59464 0.53236 0.10 -0.06 0.07
H 3.29044 -4.29108 0.83279 0.09 0.13 0.02
H 3.71928 -3.05773 2.04109 -0.05 -0.08 -0.22
H 5.73187 -3.82360 0.69071 -0.13 0.08 -0.10
H 4.91789 -3.22073 -0.77099 0.20 -0.16 0.17
H 5.35682 -1.36067 1.56406 0.08 0.03 -0.17
H 6.69955 -1.70654 0.46323 -0.15 0.10 0.05
H 5.55119 -0.80478 -1.41163 -0.39 -0.09 -0.01
H 3.97720 -0.85105 -0.57633 0.23 0.10 -0.01
H 6.23314 1.16712 -0.41976 -0.13 0.00 0.14
H 5.32676 0.85567 1.07519 0.13 0.03 -0.16
H 4.38654 2.74334 -0.09510 -0.07 -0.10 -0.01
H 3.22572 1.43704 0.06442 0.09 0.07 -0.07
H 3.62988 2.83872 -2.22209 0.08 -0.20 -0.22
H 4.78321 1.51827 -2.51385 -0.07 0.23 0.07
H 2.61260 0.11345 -1.60821 0.12 0.04 -0.33
H 2.97266 0.32204 -3.31135 -0.07 0.15 0.04
H 1.10035 1.63339 -3.57814 -0.21 0.32 0.02
H 1.41574 2.56420 -2.08586 -0.17 -0.06 -0.16
H 0.66657 0.50249 -0.79887 -0.10 -0.03 -0.39
H 0.20804 -0.23159 -2.34075 0.16 0.04 0.18
H -1.22810 1.88785 -2.71185 -0.06 -0.04 0.13
H -1.16024 2.10494 -0.97615 0.01 -0.17 -0.26
H -3.15550 0.85059 -2.06275 0.07 -0.13 0.00
H -2.04945 -0.47478 -2.35996 -0.05 0.05 0.10
H -3.92367 -1.73463 0.55356 -0.25 0.10 -0.16
H -2.28033 -3.07803 -0.31864 0.03 0.19 -0.08
H -2.34120 -2.37357 -1.92944 -0.04 -0.08 0.09
H -4.69260 -3.95406 -0.74484 0.37 0.18 -0.59
H -3.30490 -4.71460 -1.55382 -0.15 0.06 0.04
H -4.31207 -3.62850 -2.47437 -0.23 0.12 0.25
H -0.56953 -0.84949 -0.07509 -0.25 -0.05 0.15
H -1.68608 -1.67819 0.98244 -0.02 0.07 -0.02
H 0.93048 -0.75289 1.92641 -0.11 0.03 0.04
H -0.30726 -1.73426 2.71261 0.02 0.21 0.22
H 0.29469 -0.23323 3.49671 -0.86 0.05 -0.73
H -1.03740 2.24668 1.14981 0.20 -0.20 -0.03
H 0.49642 1.37559 0.81194 -0.30 0.09 0.16
H 0.06915 1.85528 2.45261 -0.07 -0.02 -0.07
H -3.86936 2.07976 3.69065 0.09 0.19 -0.22
H -4.94204 2.35565 2.32451 0.18 -0.01 -0.07
H -3.25701 2.92888 2.23226 -0.04 -0.10 0.18
H -4.93087 -0.06421 3.45236 0.22 0.04 -0.87
H -4.28633 -1.27981 2.34682 -0.20 0.61 0.10
H -5.46865 -0.09564 1.74948 0.03 0.09 0.10
H -2.82051 1.85554 0.28555 -0.10 -0.16 0.09
H -4.37074 1.08066 0.10138 0.15 0.00 0.01
C 2.30259 -2.70823 5.54799 0.05 0.03 0.17
Br 2.36594 -2.33451 7.42733 0.00 -0.02 0.16
Br 1.97359 -1.11418 4.53836 1.10 -0.68 0.90
Br 3.87815 -3.63261 4.95546 0.15 -0.09 -0.03
H 1.47223 -3.38142 5.37974 0.00 0.08 -0.02
C 2.08340 1.66294 -6.75425 -0.01 0.04 -0.09
Br 3.56020 0.45877 -6.52295 0.08 -0.07 0.00
Br 0.40140 0.77336 -6.48341 -0.08 -0.06 0.00
Br 2.24750 3.19945 -5.62373 0.09 0.24 -0.05
H 2.10591 2.00835 -7.77975 -0.01 -0.02 0.05
C -4.05208 0.38967 6.09086 0.30 -0.03 -0.06
Br -2.57459 -0.81119 6.37909 -0.09 -0.10 0.78
Br -5.62144 -0.54717 5.51658 -0.39 -0.24 0.97
Br -4.36324 1.47607 7.63915 -0.17 0.01 0.09
H -3.76270 1.05430 5.28548 0.05 -0.14 0.08
C 7.78835 -3.44373 4.66676 -0.13 -0.04 0.04
Br 7.91215 -2.86038 6.48880 0.06 0.00 0.08
Br 7.41683 -1.98864 3.47894 0.02 0.01 -0.01
Br 9.35525 -4.41583 4.11798 0.07 -0.07 -0.03
H 6.95670 -4.13374 4.60646 0.04 0.03 0.00
C 11.90078 -2.28635 6.04631 -0.12 -0.06 -0.04
Br 13.51524 -2.37735 5.01426 0.07 -0.01 -0.06
Br 12.09243 -3.16635 7.73979 0.00 -0.06 0.09
Br 11.29196 -0.48182 6.25479 -0.03 0.14 0.00
H 11.13646 -2.81860 5.49562 0.04 0.02 0.03
C -4.22654 -4.85889 3.26392 0.21 -0.10 0.08
Br -5.40216 -5.21536 4.73907 -0.03 0.00 0.10
Br -5.19950 -4.69568 1.62520 -0.15 -0.06 0.12
Br -3.15266 -3.29679 3.57626 0.13 -0.07 0.12
H -3.55813 -5.70417 3.16779 -0.06 0.01 0.02
C -0.47847 2.35346 6.72438 0.01 -0.27 -0.04
Br -1.69885 3.52007 5.81523 -0.06 0.08 -0.13
Br 1.32726 2.62065 6.12936 0.11 0.05 -0.03
Br -0.63903 2.49139 8.62821 0.04 0.05 0.08
H -0.74293 1.33795 6.45768 -0.06 0.03 0.00
C -7.88601 -4.68814 -2.01911 -0.17 -0.10 -0.02
Br -7.96690 -3.71861 -0.37130 -0.09 -0.15 0.33
Br -7.38611 -3.50571 -3.42034 0.02 0.14 -0.61
Br -6.72203 -6.21656 -1.96445 -0.01 0.00 0.21
H -8.88375 -5.04832 -2.23203 0.06 -0.02 0.04
C 2.18569 7.37760 -7.29012 0.01 0.08 -0.03
Br 3.91336 7.13339 -6.48967 0.10 -0.01 0.04
Br 1.89756 6.14396 -8.73317 -0.01 -0.02 -0.13
Br 0.78901 7.26254 -5.98589 -0.14 -0.01 0.12
H 2.15987 8.37721 -7.70494 0.00 -0.05 0.02
C -0.64982 11.37999 -5.40422 -0.02 0.04 -0.01
Br -1.74340 10.27430 -4.28124 -0.07 -0.05 0.06
Br 1.21110 11.15848 -5.00135 0.16 0.03 0.04
Br -1.00100 11.05407 -7.26334 -0.03 -0.01 -0.10
H -0.90869 12.41036 -5.19960 0.01 -0.06 -0.01
C -3.48829 -6.48716 -5.14780 0.07 -0.02 -0.06
Br -5.18603 -7.36408 -5.21079 -0.17 -0.15 -0.12
Br -3.69079 -4.59412 -4.96380 0.02 0.20 -0.23
Br -2.39505 -7.19427 -3.74121 0.14 -0.10 0.13
H -2.98348 -6.68018 -6.08508 -0.01 0.02 0.06
C -9.53951 -0.79631 5.82382 0.08 -0.02 0.10
Br -11.35886 -1.35278 6.06698 -0.09 -0.03 0.02
Br -8.78253 -1.55415 4.22954 0.05 -0.09 -0.11
Br -9.37579 1.11361 5.83573 0.01 0.10 0.01
H -8.96870 -1.17553 6.66176 -0.02 0.02 -0.05
C 2.47800 5.44231 -12.91637 0.04 0.12 0.05
Br 3.79174 4.39068 -11.99451 0.08 -0.05 0.05
Br 2.53175 5.14391 -14.80915 0.01 -0.01 -0.10
Br 0.72165 5.13948 -12.20488 -0.12 -0.02 0.04
H 2.71980 6.48293 -12.74391 -0.01 -0.06 -0.01



# 4
21
Properties=species:S:1:pos:R:3:forces:R:3 method="wB97M-V/def2-TZVPD" e_lumo_ev=-3.4 e_above_lowest_ev=1.297 e_homo_ev=-12.31 homo_lumo_gap_ev=8.95 smiles=CNC[C@@H]([NH3+])CSS charge=+1
C -3.05118 -0.06029 -0.87324 -0.89 0.00 -1.58
N -1.64587 -0.31019 -0.73760 0.74 0.77 -0.10
C -0.93571 0.10095 0.44046 -0.24 -1.16 0.62
C 0.42775 0.65709 0.05328 -0.41 1.52 -0.92
N 1.20718 1.19587 1.22781 -0.05 -1.32 1.13
C 1.22460 -0.34870 -0.73413 2.28 -0.56 -0.18
S 3.11693 -0.16057 -0.73026 -0.92 -0.13 0.69
S 3.54410 -1.22805 1.02299 -0.04 0.17 -0.56
H -3.29409 0.94904 -0.54431 -0.09 -0.23 0.57
H -3.75014 -0.83864 -0.54739 0.24 0.20 0.89
H -3.32922 -0.00462 -1.93692 0.47 0.02 -0.01
H -1.26458 -1.13775 -1.16013 -0.37 -0.20 -0.02
H -0.77941 -0.78081 1.08714 0.18 0.20 0.32
H -1.52398 0.80692 1.02953 0.00 0.16 -0.22
H 0.24806 1.53124 -0.57610 0.05 -0.02 -0.04
H 1.28833 0.41452 1.89405 0.24 0.09 0.00
H 2.17366 1.43150 0.97552 -0.03 0.07 -0.33
H 0.78959 1.95119 1.77505 -0.26 0.16 -0.53
H 1.15553 -1.36764 -0.36303 -0.53 -0.02 0.04
H 1.01111 -0.33833 -1.79974 -0.45 0.13 0.09
H 3.38734 -2.46276 0.49702 0.07 0.16 0.12